Computed, not measured: the molecule C5H7ClN2, with ωB97M-V with the def2-TZVPD basis set.

Values from the calculation:
ΔE to the lowest compared entry with this formula, charge and spin   418.6 kJ/mol
LUMO level (spin up / spin down)   -1.1762 / -1.1751 eV
Maximum force   3.08 eV/Å
Multiplicity   1
Net charge   0
HOMO-LUMO gap (spin up / spin down)   7.439 / 7.440 eV
E   -764.27307 Eh

Last column: Löwdin charge in e.
Cartesian coordinates (Å):
Cl 2.2122 1.4270 0.1420  0.553
N -2.3049 0.0747 0.6843  0.010
N -0.0279 0.1583 0.3804  -0.013
C -1.0814 -0.2654 0.9898  -0.301
C 1.7972 -1.1897 -0.4609  -0.120
C -2.4638 0.9640 -0.3559  -0.267
C -1.5136 1.4944 -1.0557  0.295
C 1.3314 -0.1183 0.5130  -0.780
H -3.5109 1.1765 -0.5521  0.120
H -0.7193 1.9540 -1.5761  0.046
H -1.0283 -0.9682 1.8248  0.134
H 1.6190 -0.3549 1.5509  0.107
H 2.8756 -1.2992 -0.4295  0.067
H 1.4831 -0.9199 -1.4660  0.074
H 1.3316 -2.1334 -0.1891  0.077

Force components x, y, z for each atom (eV/Å):
Cl 0.2 0.0 0.0
N -1.4 0.0 0.1
N -1.9 1.6 -1.8
C 0.9 -0.3 0.3
C 0.0 0.2 0.2
C -0.6 -0.5 0.6
C 2.0 -1.5 1.4
C 0.5 -0.3 0.3
H 0.0 0.3 -0.3
H 0.1 0.5 -0.5
H 0.2 0.0 0.0
H -0.1 0.0 -0.3
H 0.1 0.0 0.0
H 0.0 0.0 -0.1
H -0.1 -0.1 0.0


Computed, not measured: a cluster of 2 separate species, C5H7ClN2OS in total, with ωB97M-V with the def2-TZVPD basis set.

Values from the calculation:
ΔE to the lowest compared entry with this formula, charge and spin   147.8 kJ/mol
LUMO level   0.3929 eV
Maximum force   3.90 eV/Å
Multiplicity   1
Net charge   0
HOMO-LUMO gap   10.123 eV
E   -1237.79841 Eh

Last column: Löwdin charge in e.
Cartesian coordinates (Å):
Cl -1.6165 -0.8466 -3.9527  -0.007
S -0.4832 -1.1222 -2.0011  0.589
O 0.8645 -1.1513 -2.5058  -0.500
N -0.7147 -2.7132 -1.6228  -0.249
N 0.2176 -0.1205 0.2863  -0.021
C -0.5035 2.0515 0.9496  -0.035
C -0.5331 0.9238 0.1363  -0.210
C 0.4204 2.0686 2.0412  -0.080
C 1.1400 -0.1076 1.2174  -0.095
C 1.2573 0.9849 2.1540  -0.055
H -1.3254 0.7564 -0.5044  0.055
H 1.5898 -1.0052 1.4037  0.082
H -0.1700 -3.4402 -2.2258  0.114
H -1.6347 -3.1575 -1.7988  0.060
H -1.0364 3.0245 0.7719  0.120
H 0.4171 2.9006 2.7879  0.119
H 2.1108 0.9539 2.8634  0.111

Force components x, y, z for each atom (eV/Å):
Cl 0.1 -0.2 0.7
S 0.0 -1.1 -1.7
O 0.5 0.7 0.3
N -0.4 -3.4 -1.7
N 1.0 -1.4 0.2
C 1.0 1.4 1.1
C -0.6 2.1 1.6
C -0.9 0.4 -0.7
C -1.3 3.2 1.7
C 1.3 -1.4 -0.7
H -1.5 0.4 -1.8
H 1.8 -2.0 0.2
H -0.1 2.3 1.2
H -0.1 1.3 0.7
H 0.0 -1.6 0.0
H 0.2 -0.8 -0.9
H -1.0 0.0 -0.3


Computed, not measured: the molecule C5H7ClN8S, with ωB97M-V with the def2-TZVPD basis set.

Values from the calculation:
SMILES   Cc1nnnn1[C@@H](Cl)Sc1nnn(C)n1
ΔE to the lowest compared entry with this formula, charge and spin   0.0 kJ/mol
LUMO level   0.4683 eV
Maximum force   3.03 eV/Å
Multiplicity   1
Net charge   0
HOMO-LUMO gap   10.416 eV
E   -1491.02866 Eh

Last column: Löwdin charge in e.
Cartesian coordinates (Å):
Cl -3.9114 -2.1006 0.6821  0.612
S -1.0486 -2.2699 -0.1324  0.902
N 1.1560 0.2695 1.6646  0.100
N -2.3206 0.0695 0.7945  -0.148
N -2.4212 1.9596 1.7408  -0.057
N 0.1108 -0.5001 1.5102  0.016
N 1.4729 -0.8957 -0.1905  0.137
N 1.9331 0.0352 0.6767  -0.271
N -2.3207 2.2269 0.4506  0.046
N -2.4595 0.7142 1.9736  0.008
C -2.1056 1.0694 -0.1910  -0.321
C -1.5886 0.7770 -1.5460  -0.041
C -2.2953 -1.4651 0.9562  -0.953
C 0.3639 -1.2462 0.3972  -0.642
C 3.1634 0.6289 0.5007  -0.031
H 3.4421 0.3688 -0.5677  0.127
H -2.3933 0.7775 -2.3324  0.101
H -0.8562 1.5660 -1.8062  0.086
H -0.8890 -0.1184 -1.5599  0.043
H 3.2384 1.6570 0.8636  0.104
H -2.0256 -1.7237 2.0739  0.109
H 3.8044 0.1633 1.1914  0.074

Force components x, y, z for each atom (eV/Å):
Cl 0.2 -0.2 -0.4
S 0.8 0.4 0.1
N -1.0 -0.1 0.5
N 0.4 -0.1 0.0
N -1.1 0.1 0.9
N 1.1 -0.5 0.5
N 0.7 0.1 0.0
N -2.2 -1.3 -1.1
N 1.8 -1.0 -2.3
N -0.2 -0.7 -0.2
C -1.0 -1.3 2.5
C 0.9 0.2 -1.1
C 1.0 1.6 1.6
C -2.5 0.4 0.9
C 2.3 0.6 -1.5
H 0.1 1.0 1.4
H 0.9 -0.4 0.7
H -0.7 0.1 0.1
H -1.6 0.8 0.0
H -0.7 0.2 -0.9
H -0.5 1.1 -2.4
H 1.4 -1.0 0.5


Computed, not measured: a cluster of 2 separate species, C5H7ClO2S in total, with ωB97M-V with the def2-TZVPD basis set.

Values from the calculation:
ΔE to the lowest compared entry with this formula, charge and spin   476.4 kJ/mol
LUMO level (spin up / spin down)   -2.4505 / -0.6712 eV
Maximum force   3.57 eV/Å
Multiplicity   1
Net charge   0
HOMO-LUMO gap (spin up / spin down)   5.520 / 8.782 eV
E   -1203.29952 Eh

Last column: Löwdin charge in e.
Cartesian coordinates (Å):
Cl 3.6920 -0.5078 0.0169  0.346
S 1.6525 -0.2749 -0.1228  0.274
O 0.9503 -0.7584 1.0529  -0.395
O 1.3881 -1.0008 -1.3205  -0.378
C 1.0815 1.3806 -0.1078  -0.201
C -1.8425 -1.3528 -0.6561  -0.049
C -1.9108 -0.9614 0.9282  -0.069
C 1.8122 2.4534 -0.0912  -0.078
C -1.7758 0.0306 -0.1225  0.027
H 2.8213 2.3784 0.3917  0.073
H 1.4227 3.4371 -0.3557  0.060
H -1.0684 -1.4153 1.3168  0.051
H -0.9266 -1.8703 -0.8309  0.080
H -1.8954 1.0423 -0.3451  0.072
H -2.5757 -1.6844 -1.3024  0.069
H -2.8252 -0.8962 1.5487  0.118

Force components x, y, z for each atom (eV/Å):
Cl 0.1 0.5 0.5
S -2.5 -0.5 1.6
O 1.5 -0.5 0.1
O 0.0 0.4 -0.8
C -0.1 -1.3 -1.7
C 0.8 2.4 2.5
C -2.5 1.0 -2.2
C 1.0 0.8 1.0
C 1.7 -2.9 0.1
H -0.6 0.3 -0.9
H 0.1 -0.2 0.3
H 1.7 -0.5 1.2
H 0.8 -0.1 0.1
H -0.6 1.2 -0.3
H -1.9 -0.3 -1.0
H 0.6 -0.3 -0.4


Computed, not measured: the molecule C5H7ClS, with ωB97M-V with the def2-TZVPD basis set.

Values from the calculation:
ΔE to the lowest compared entry with this formula, charge and spin   306.9 kJ/mol
LUMO level (spin up / spin down)   -0.2916 / -0.1631 eV
Maximum force   2.46 eV/Å
Multiplicity   1
Net charge   0
HOMO-LUMO gap (spin up / spin down)   7.302 / 7.177 eV
E   -1052.95669 Eh

Last column: Löwdin charge in e.
Cartesian coordinates (Å):
Cl 1.5766 -1.5574 -0.3516  0.684
S 2.6166 1.0696 0.1142  0.861
C 1.0284 1.4456 -0.5240  -0.457
C -0.7804 -0.1840 0.2681  -0.234
C -2.2137 -0.6309 0.0658  -0.102
C 2.6033 -0.6252 0.5232  -0.964
C -0.2422 0.8589 -0.4338  -0.251
H -2.2801 -1.2009 -0.8837  0.081
H -0.2760 -0.6967 1.0690  0.058
H 1.2756 2.3262 -1.1409  0.044
H 2.9741 -1.0470 1.4571  0.015
H -2.7519 0.2834 0.1165  0.057
H -0.9707 1.4487 -1.0129  0.112
H -2.5596 -1.4904 0.7330  0.094

Force components x, y, z for each atom (eV/Å):
Cl -0.5 -1.7 -1.0
S -1.2 -1.3 0.6
C 2.0 0.3 0.3
C 0.0 -0.5 0.6
C 1.1 -2.2 0.0
C 0.5 1.8 0.5
C -0.5 0.9 -0.3
H -0.2 1.0 -0.1
H 0.4 0.1 -0.1
H -1.0 -0.5 0.1
H 0.1 0.4 -0.3
H -1.4 0.3 -0.2
H 0.2 -0.4 -0.1
H 0.5 1.8 -0.1


Computed, not measured: the molecule C5H7F, with ωB97M-V with the def2-TZVPD basis set.

Values from the calculation:
SMILES   C=C/C=C\CF
ΔE to the lowest compared entry with this formula, charge and spin   105.4 kJ/mol
LUMO level   0.7898 eV
Maximum force   2.70 eV/Å
Multiplicity   1
Net charge   0
HOMO-LUMO gap   9.945 eV
E   -294.51344 Eh

Last column: Löwdin charge in e.
Cartesian coordinates (Å):
F -0.1157 2.3105 -1.5268  -0.129
C -0.6979 0.4785 -0.2811  -0.073
C 0.4874 -1.4162 0.9067  -0.203
C -0.6335 -0.7260 0.3051  -0.135
C 0.3537 1.5741 -0.3591  -0.136
C 0.5022 -2.7088 1.1655  0.004
H -1.5923 -1.2424 0.4342  0.112
H 1.3703 1.4033 -0.5732  0.091
H -1.6479 0.8740 -0.6414  0.108
H 1.3900 -3.1294 1.5903  0.049
H -0.2432 -3.3758 0.7199  0.071
H 1.3372 -0.8272 1.2744  0.108
H 0.3561 2.2938 0.5145  0.132

Force components x, y, z for each atom (eV/Å):
F 0.7 -0.1 1.1
C 0.9 0.1 1.2
C 0.6 1.0 0.7
C -1.1 0.6 -0.4
C -2.2 1.4 -0.7
C 0.0 -0.6 -1.0
H 0.3 0.0 -0.5
H 1.1 -1.0 -0.2
H 0.1 -0.3 0.1
H 0.1 -0.4 0.3
H 0.1 0.2 0.6
H -0.3 0.0 -0.3
H -0.5 -0.8 -0.9


Computed, not measured: the molecule C5H7F, with ωB97M-V with the def2-TZVPD basis set.

Values from the calculation:
ΔE to the lowest compared entry with this formula, charge and spin   439.3 kJ/mol
LUMO level (spin up / spin down)   1.2202 / -2.9026 eV
Maximum force   5.54 eV/Å
Multiplicity   3
Net charge   0
HOMO-LUMO gap (spin up / spin down)   4.437 / 7.900 eV
⟨S²⟩   2.006
E   -294.24214 Eh

Last column: Mulliken spin population.
Cartesian coordinates (Å):
F -2.3585 0.5741 0.2296  -0.091
C -0.3696 -0.5584 -0.8385  0.432
C 0.2632 0.8155 -0.6879  0.259
C -0.0139 -0.7886 0.6998  0.796
C 0.6312 0.5584 0.7569  0.275
C -1.5443 -0.5450 0.0990  0.625
H 1.6449 0.2887 1.0922  -0.104
H -0.0182 1.2041 1.4461  0.026
H 0.1581 -1.5962 1.3336  -0.056
H -0.3771 -1.1307 -1.7366  -0.155
H -0.4291 1.5961 -0.8222  -0.050
H 1.2032 0.9713 -1.2893  -0.073
H -2.0453 -1.3886 0.2223  0.117

Force components x, y, z for each atom (eV/Å):
F -1.0 0.5 -0.6
C -2.5 1.9 2.5
C 2.8 -0.5 -1.3
C 5.5 -0.4 -0.6
C -2.1 -0.9 2.4
C 0.1 3.6 -3.2
H -0.2 1.1 -0.1
H 1.2 -0.1 -0.4
H 0.0 -1.4 0.8
H -0.1 -1.1 -0.4
H -0.5 1.1 -0.4
H -0.9 -0.2 0.2
H -2.4 -3.6 0.9


Computed, not measured: the molecule C5H7F2N, with ωB97M-V with the def2-TZVPD basis set.

Values from the calculation:
SMILES   C=C(F)C1(F)CNC1
ΔE to the lowest compared entry with this formula, charge and spin   135.4 kJ/mol
LUMO level   1.0029 eV
Maximum force   3.75 eV/Å
Multiplicity   1
Net charge   0
HOMO-LUMO gap   10.278 eV
E   -449.12371 Eh

Last column: Löwdin charge in e.
Cartesian coordinates (Å):
F 0.0146 -0.8900 -1.5128  0.061
F -1.0333 0.1162 1.6294  0.073
N 1.0987 1.8048 -0.2085  -0.045
C -0.6484 -0.7274 0.6629  -0.326
C -1.0065 -1.9819 0.7704  0.100
C 0.1455 -0.1257 -0.4216  -0.433
C -0.1903 1.3893 -0.7643  -0.104
C 1.5450 0.3630 -0.0040  -0.075
H 2.3811 0.1038 -0.7559  0.139
H -0.2947 1.5555 -1.8620  0.133
H 1.9565 0.2477 1.0346  0.124
H -0.9777 1.7626 -0.1072  0.105
H -1.5159 -2.3703 1.6081  0.053
H 1.6012 2.2985 -0.9059  0.074
H -0.7444 -2.7711 -0.0619  0.121

Force components x, y, z for each atom (eV/Å):
F 0.7 -1.2 -1.1
F 0.3 0.7 0.3
N 0.2 -0.9 0.6
C -0.6 -0.7 0.4
C 1.0 -2.4 -2.7
C -0.7 2.4 0.5
C -0.1 -1.1 0.6
C 2.2 1.5 -1.1
H -1.4 -0.1 1.1
H -0.3 -0.2 0.9
H -0.8 -0.4 -0.9
H -0.4 0.2 -0.8
H -0.6 -0.1 0.8
H 0.9 0.4 -0.4
H -0.4 2.0 1.8